{"formula": "C58H54ClGeN2O3SV", "method": "ωB97M-V with the def2-TZVPD basis set", "total_charge": 0, "largest_force_ha_per_bohr": 0.092, "energy_ha": -6457.0233, "homo_ev": [-6.448, -7.277], "lumo_energy_ev": [-0.54, -0.86], "multiplicity": 3, "elements": ["V", "C", "C", "C", "C", "C", "C", "C", "C", "N", "C", "C", "C", "C", "N", "C", "C", "C", "C", "C", "C", "C", "C", "H", "H", "H", "H", "H", "H", "H", "H", "H", "H", "H", "H", "H", "H", "H", "H", "H", "H", "H", "H", "H", "H", "H", "H", "Cl", "C", "C", "C", "C", "O", "C", "C", "O", "C", "H", "H", "H", "H", "O", "S", "C", "C", "C", "C", "C", "C", "C", "C", "C", "C", "C", "C", "H", "H", "H", "H", "H", "H", "H", "H", "H", "H", "C", "Ge", "C", "C", "C", "C", "C", "C", "C", "C", "C", "C", "C", "C", "C", "C", "C", "C", "C", "C", "H", "H", "H", "H", "H", "H", "H", "H", "H", "H", "H", "H", "H", "H", "H", "H"], "xyz": [[-0.9231, 0.3775, -0.2391], [-3.5518, -2.1598, -1.6239], [-2.6567, -2.9422, -0.7078], [-2.5569, -4.3173, -0.8587], [-1.6900, -5.0627, -0.0808], [-0.8960, -4.4187, 0.8484], [-0.9823, -3.0475, 1.0456], [-0.1168, -2.3866, 2.0705], [-1.8782, -2.2947, 0.2716], [-2.1015, -0.9176, 0.4803], [-3.2756, -0.6183, 1.0352], [-4.0863, -1.6553, 1.7716], [-3.7865, 0.7081, 0.9439], [-5.2134, 0.9629, 1.3762], [-3.0474, 1.6023, 0.3589], [-3.3051, 2.9575, 0.3573], [-3.3990, 3.7025, 1.5524], [-3.3655, 3.0512, 2.9014], [-3.5039, 5.0828, 1.4830], [-3.5271, 5.7475, 0.2723], [-3.4735, 5.0154, -0.8978], [-3.3695, 3.6356, -0.8735], [-3.4230, 2.8669, -2.1602], [-3.7616, -2.7410, -2.5196], [-3.0606, -1.2311, -1.9138], [-4.4983, -1.9131, -1.1458], [-3.1586, -4.8008, -1.6135], [-1.6282, -6.1336, -0.2023], [-0.2048, -4.9902, 1.4475], [0.3797, -3.1265, 2.6938], [-0.6905, -1.7096, 2.7060], [0.6422, -1.7971, 1.5437], [-3.4835, -2.5365, 1.9764], [-4.9586, -1.9750, 1.2003], [-4.4444, -1.2537, 2.7185], [-5.8786, 0.3225, 0.7935], [-5.4816, 1.9995, 1.1836], [-5.3808, 0.7430, 2.4300], [-2.7106, 2.1831, 2.8912], [-4.3641, 2.7393, 3.2073], [-3.0051, 3.7548, 3.6476], [-3.5803, 5.6424, 2.4038], [-3.6080, 6.8242, 0.2382], [-3.5265, 5.5247, -1.8487], [-2.9055, 3.4086, -2.9503], [-4.4607, 2.7309, -2.4726], [-2.9771, 1.8793, -2.0418], [0.7262, 5.0791, -5.2226], [0.4346, 4.1370, -3.8012], [0.6394, 4.7155, -2.5478], [0.3727, 3.9818, -1.4160], [-0.0715, 2.6481, -1.4771], [-0.2742, 1.9590, -0.4085], [-0.2921, 2.0738, -2.7779], [-0.8617, 0.7792, -2.9209], [-1.2369, 0.0513, -1.9624], [-0.0255, 2.8489, -3.9215], [0.9993, 5.7314, -2.4784], [0.5036, 4.4251, -0.4410], [-1.0584, 0.4126, -3.9352], [-0.2043, 2.4235, -4.8984], [-0.6969, 1.6704, 2.3250], [0.4731, 0.7892, 2.3460], [0.9430, 0.5979, 4.0941], [0.5130, 1.4781, 5.0673], [0.8463, 1.2411, 6.3910], [1.6085, 0.1342, 6.7285], [2.0386, -0.7416, 5.7430], [1.6936, -0.5170, 4.4240], [1.9515, 1.7710, 1.9557], [3.1241, 1.0616, 1.7491], [4.2470, 1.7050, 1.2671], [4.1919, 3.0634, 0.9959], [3.0297, 3.7763, 1.2365], [1.8999, 3.1297, 1.7196], [-0.0889, 2.3252, 4.7776], [0.5010, 1.9165, 7.1606], [1.8470, -0.0604, 7.7641], [2.6271, -1.6095, 5.9974], [1.9845, -1.2093, 3.6495], [3.1522, 0.0041, 1.9566], [5.1529, 1.1461, 1.0864], [5.0573, 3.5607, 0.5856], [3.0005, 4.8374, 1.0338], [0.9754, 3.6582, 1.8973], [0.7348, -0.4880, -0.3667], [1.7569, -1.7845, -1.4037], [1.0085, -2.6361, -3.0300], [-0.1323, -3.4206, -2.9658], [-0.5934, -4.0906, -4.0841], [0.0894, -3.9856, -5.2835], [1.2253, -3.1978, -5.3598], [1.6806, -2.5265, -4.2395], [2.4336, -3.2395, -0.2185], [2.1223, -4.5733, -0.4362], [2.5435, -5.5534, 0.4460], [3.2990, -5.2130, 1.5542], [3.6410, -3.8882, 1.7693], [3.2044, -2.9151, 0.8906], [3.3074, -0.6780, -1.9878], [3.0270, 0.5035, -2.6660], [4.0390, 1.3580, -3.0595], [5.3566, 1.0423, -2.7710], [5.6516, -0.1286, -2.0941], [4.6322, -0.9815, -1.7058], [1.5271, 0.1357, 0.0562], [-0.6531, -3.4975, -2.0260], [-1.4851, -4.6970, -4.0151], [-0.2612, -4.5180, -6.1555], [1.7598, -3.1070, -6.2939], [2.5685, -1.9097, -4.2968], [1.5463, -4.8426, -1.3098], [2.2776, -6.5870, 0.2725], [3.6298, -5.9770, 2.2421], [4.2464, -3.6155, 2.6229], [3.4783, -1.8800, 1.0535], [1.9944, 0.7528, -2.8834], [3.7970, 2.2731, -3.5822], [6.1511, 1.7091, -3.0739], [6.6794, -0.3745, -1.8634], [4.8677, -1.8967, -1.1783]], "atomic_forces_ev_per_a": [[-0.738, -2.425, 2.958], [0.104, 0.078, 0.029], [0.173, 0.132, 0.090], [-0.046, -0.006, 0.116], [-0.063, 0.001, 0.001], [-0.123, -0.055, -0.034], [-0.031, 0.330, 0.025], [0.028, -0.101, -0.087], [-0.033, -1.315, -0.219], [-0.199, -0.947, 0.462], [-1.185, -0.063, 0.683], [0.212, 0.074, -0.053], [-0.433, 0.114, -0.051], [0.216, 0.095, -0.016], [0.843, -1.227, -0.136], [-0.211, 1.166, -0.047], [0.117, -0.190, -0.072], [0.004, -0.153, -0.029], [-0.056, 0.068, -0.066], [-0.060, 0.078, -0.016], [0.006, 0.079, 0.029], [-0.079, -0.227, 0.092], [0.089, -0.050, 0.011], [-0.069, -0.007, -0.048], [-0.185, -0.054, -0.038], [-0.156, 0.079, 0.009], [-0.100, -0.081, -0.114], [0.026, -0.105, -0.038], [0.121, -0.035, 0.111], [0.017, -0.087, 0.076], [-0.010, 0.010, 0.027], [-0.086, -0.053, 0.199], [-0.063, -0.018, 0.052], [-0.106, -0.048, -0.048], [-0.047, 0.018, 0.035], [-0.034, -0.032, 0.038], [-0.028, 0.001, 0.025], [0.005, 0.013, 0.019], [-0.062, 0.007, 0.126], [-0.074, -0.052, 0.064], [0.067, 0.042, 0.072], [0.053, 0.067, 0.125], [0.004, 0.082, 0.010], [0.020, 0.029, -0.163], [0.019, -0.012, -0.089], [-0.021, -0.068, -0.022], [-0.138, 0.071, -0.062], [0.087, 0.143, -0.219], [-0.220, -0.534, -0.356], [-0.156, -0.378, 0.434], [0.130, 0.353, 0.076], [0.222, 0.149, -1.122], [1.377, 4.493, -0.487], [0.199, 0.164, 0.644], [-0.008, 0.066, -0.249], [-0.838, -0.039, -3.458], [0.108, 0.308, -0.052], [-0.016, 0.049, 0.022], [0.015, -0.011, 0.093], [0.059, -0.052, 0.137], [0.012, -0.002, -0.112], [-1.074, 0.693, -0.289], [1.997, 0.116, 1.746], [-0.114, -0.355, -0.262], [-0.131, 0.103, -0.190], [-0.018, 0.048, -0.012], [0.010, -0.073, 0.057], [0.051, -0.024, 0.082], [-0.033, 0.028, -0.067], [-0.103, -0.205, -0.221], [0.027, -0.006, 0.009], [0.002, 0.005, 0.049], [0.058, 0.041, -0.050], [0.001, -0.004, 0.070], [-0.225, -0.051, 0.027], [-0.131, 0.143, -0.006], [-0.007, 0.048, 0.037], [0.057, 0.013, 0.058], [0.044, -0.090, 0.076], [0.087, -0.196, -0.084], [0.008, -0.205, -0.036], [0.070, -0.044, -0.040], [0.087, 0.080, -0.015], [-0.038, 0.073, 0.000], [-0.161, 0.077, -0.056], [0.478, -0.489, -0.526], [0.289, 0.059, 0.018], [0.303, 0.424, 0.622], [0.024, 0.102, 0.129], [-0.166, -0.095, 0.034], [-0.027, -0.033, -0.098], [0.033, -0.010, -0.199], [0.158, 0.162, 0.065], [-0.211, 0.485, -0.480], [-0.019, 0.049, -0.186], [0.003, -0.191, 0.022], [0.015, -0.080, 0.048], [0.091, 0.036, 0.186], [0.019, 0.203, -0.024], [-0.442, -0.442, 0.151], [-0.156, -0.060, 0.019], [-0.018, 0.176, -0.058], [0.102, 0.076, -0.026], [0.201, 0.065, 0.038], [-0.093, -0.199, 0.065], [0.149, -0.081, 0.123], [-0.096, -0.093, 0.044], [-0.091, -0.087, -0.005], [-0.036, -0.033, -0.088], [0.050, -0.006, -0.102], [0.076, -0.005, -0.081], [-0.113, -0.110, -0.059], [-0.002, -0.076, -0.034], [0.029, -0.073, 0.064], [0.053, 0.012, 0.065], [0.039, 0.064, 0.083], [0.024, 0.077, -0.028], [0.007, 0.076, -0.057], [0.072, 0.050, -0.023], [0.065, -0.024, -0.005], [0.071, -0.073, 0.028]], "mulliken_charge": [-1.09, -1.49, 0.99, -0.87, -1.13, -0.52, 0.47, -0.43, -0.96, 1.41, 0.66, -1.85, 1.13, -2.19, 0.39, -0.57, 1.79, -1.42, -1.08, -0.97, -0.75, 0.79, -1.35, 0.58, -0.25, 0.31, 0.50, 0.39, 0.49, 0.66, 0.51, -0.53, 0.36, 0.30, 0.53, 0.48, 0.44, 0.40, 0.07, 0.32, 0.52, 0.48, 0.44, 0.49, 0.43, 0.45, -0.34, -0.25, 0.06, -1.10, -0.57, 1.32, 0.30, 0.23, 0.28, -0.55, -1.40, 0.46, 0.63, 0.16, 0.52, -0.72, 0.99, 0.87, -0.46, -0.81, -0.62, -1.02, 0.00, 0.23, 0.23, -0.61, -0.82, -0.61, -0.74, 0.47, 0.43, 0.39, 0.46, 0.22, -0.06, 0.44, 0.39, 0.43, 0.65, 0.46, 3.06, 0.10, 0.05, -0.88, -0.74, -0.77, -0.70, -0.50, -0.18, -0.69, -0.67, -0.92, 0.25, -0.55, -0.20, -0.65, -0.59, -0.69, -0.33, 0.33, 0.61, 0.45, 0.39, 0.42, 0.36, 0.37, 0.44, 0.38, 0.47, 0.22, 0.23, 0.49, 0.39, 0.42, 0.35]}

{"formula": "C40H42NO4S3Sb2Tb", "method": "ωB97M-V with the def2-TZVPD basis set", "total_charge": 2, "largest_force_ha_per_bohr": 0.069, "energy_ha": -4403.9022, "homo_ev": [-10.798, -10.798], "de_lowest_kcal_mol": 44.8, "lumo_energy_ev": [-7.56, -7.42], "multiplicity": 7, "elements": ["Tb", "C", "C", "S", "C", "C", "S", "C", "C", "S", "H", "H", "H", "H", "H", "H", "H", "H", "H", "H", "H", "H", "C", "C", "C", "Sb", "C", "C", "C", "C", "C", "C", "C", "C", "C", "C", "C", "C", "Sb", "C", "C", "C", "C", "C", "C", "C", "C", "C", "C", "C", "C", "H", "H", "H", "H", "H", "H", "H", "H", "H", "H", "H", "H", "H", "H", "H", "H", "H", "H", "H", "H", "H", "H", "H", "H", "H", "H", "O", "C", "C", "C", "C", "C", "C", "C", "O", "N", "O", "O", "H", "H", "H", "H"], "xyz": [[-4.7758, 2.3895, 2.6071], [-3.6057, 5.9751, 1.3238], [-4.1288, 6.3913, 2.7299], [-4.7798, 4.8902, 3.8057], [-3.6431, 4.8283, 5.2633], [-2.7833, 3.4888, 5.4223], [-2.1898, 2.6876, 3.9025], [-1.1417, 4.1218, 3.2910], [-1.2417, 4.2375, 1.8069], [-2.8499, 4.3238, 0.9374], [-4.4247, 6.0640, 0.6043], [-2.9001, 6.7553, 0.8945], [-3.4269, 7.0114, 3.2842], [-5.0312, 7.0147, 2.5797], [-2.9686, 5.6819, 5.1924], [-4.3032, 4.9821, 6.1073], [-1.9176, 3.7488, 6.0011], [-3.3601, 2.7406, 5.9562], [-1.4323, 5.0029, 3.8630], [-0.0937, 3.8506, 3.5935], [-0.5714, 5.0229, 1.3848], [-0.8193, 3.2373, 1.5038], [3.4999, -0.5939, -2.9163], [4.3912, -0.7643, -1.6731], [3.7752, -1.4988, -0.5116], [2.4425, -3.1529, -0.9430], [4.0578, -4.6594, -1.2343], [4.2886, -5.1198, -2.5259], [5.5417, -5.6964, -2.8610], [6.5232, -5.7964, -1.9031], [6.2522, -5.4670, -0.5543], [5.0164, -4.8927, -0.2413], [1.8092, -3.6047, 1.1006], [0.5915, -4.2473, 1.3279], [0.1664, -4.5159, 2.6208], [0.9753, -4.1807, 3.7054], [2.1820, -3.5107, 3.4756], [2.6109, -3.1626, 2.1722], [1.5677, 0.4300, -2.6107], [2.0718, 2.5243, -2.7772], [0.9968, 3.3912, -2.7700], [1.1937, 4.7522, -2.7029], [2.3958, 5.2631, -2.3227], [3.5024, 4.4344, -2.2008], [3.3199, 3.0153, -2.4172], [0.6183, -0.1604, -4.4645], [0.2365, 0.8143, -5.3104], [-0.2414, 0.5807, -6.6381], [-0.4436, -0.7443, -7.0094], [0.0082, -1.7553, -6.1424], [0.4992, -1.4447, -4.8360], [3.2668, -1.5653, -3.3039], [3.9634, 0.0058, -3.7351], [4.7256, 0.2064, -1.3576], [5.2638, -1.3703, -1.9144], [3.1337, -0.8455, 0.0669], [4.5541, -1.7674, 0.2206], [3.4326, -5.1001, -3.2851], [5.7255, -6.1494, -3.8769], [7.5645, -6.1093, -2.1384], [6.9355, -5.7130, 0.2471], [4.8471, -4.6010, 0.7742], [-0.0463, -4.5565, 0.4956], [-0.8671, -4.9003, 2.7641], [0.5949, -4.4463, 4.7198], [2.7095, -3.1564, 4.3256], [3.5672, -2.5492, 2.0241], [-0.0042, 3.0251, -3.0040], [0.3137, 5.3795, -2.9309], [2.4460, 6.3431, -2.1495], [4.5016, 4.7746, -1.9395], [4.1531, 2.3346, -2.2859], [0.2264, 1.8231, -4.9934], [-0.2879, 1.3974, -7.3742], [-0.9988, -0.9505, -7.9582], [-0.0853, -2.8129, -6.3375], [0.6637, -2.2599, -4.1263], [-4.6093, 1.6096, 0.5779], [-4.5419, 0.3254, 0.4289], [-4.6151, -0.7190, 1.4052], [-4.2716, -2.0361, 1.0299], [-4.7274, -3.1025, 1.7210], [-5.5171, -3.0452, 2.8546], [-5.8526, -1.7607, 3.3196], [-5.3543, -0.6305, 2.6379], [-5.4063, 0.4997, 3.4093], [-4.3564, -4.4606, 1.3059], [-3.7047, -4.6056, 0.2442], [-4.7354, -5.3753, 2.0851], [-4.2267, 0.0265, -0.5888], [-3.6250, -2.3371, 0.1974], [-5.8267, -3.9669, 3.3422], [-6.3896, -1.5420, 4.2117]], "atomic_forces_ev_per_a": [[0.573, -0.291, 0.043], [0.845, 0.805, -0.673], [-0.720, -0.985, -0.553], [0.823, 1.976, -0.210], [0.615, -1.058, -0.577], [-1.344, 0.894, -0.384], [0.183, 0.907, 0.244], [0.063, -0.450, 1.092], [1.011, -0.781, -1.181], [-0.459, 0.455, 1.028], [-0.075, -0.484, 0.104], [-0.550, -0.799, 0.930], [0.107, -0.529, 0.388], [0.417, -0.435, 0.186], [-0.229, 0.009, -0.070], [0.141, -0.127, 0.331], [0.407, -0.053, 0.437], [0.008, -0.116, 0.159], [-0.085, -0.057, -0.133], [-0.941, 0.309, -0.393], [-0.453, -0.555, 0.394], [-0.431, 1.024, -0.620], [0.093, 1.263, -0.220], [-0.227, -0.448, -0.803], [-0.356, -0.128, 1.262], [0.359, -1.141, -0.101], [-0.391, 0.829, 0.213], [-0.572, -0.541, -1.049], [-0.817, -0.369, -1.072], [1.251, -0.043, 1.181], [-0.991, -0.016, -0.833], [0.696, -0.160, -0.631], [1.108, 0.796, -0.448], [0.101, -0.042, -0.131], [-0.752, 0.072, 0.099], [-0.446, -0.176, 0.141], [-0.481, 0.281, -0.738], [-0.079, -0.225, 0.554], [-0.075, -0.914, 0.844], [0.205, -0.964, 0.861], [-0.491, 0.004, -1.386], [-2.143, -0.116, 0.078], [1.336, 1.256, 0.055], [-0.253, -2.237, -0.013], [0.249, 1.854, -0.061], [1.043, 1.313, 1.820], [-1.071, 1.298, -3.131], [0.781, -0.197, 1.239], [-0.003, -0.402, -0.468], [-0.419, 0.370, 1.481], [-0.714, -2.538, -1.831], [-0.336, -0.501, -0.494], [0.028, -0.576, 0.637], [0.395, 0.480, 0.319], [0.250, 0.277, -0.531], [-0.443, 0.387, 0.106], [-0.124, -0.249, -0.418], [1.493, 0.158, 0.980], [-0.271, 0.856, 1.127], [-1.055, -0.080, -0.028], [0.248, 0.214, -0.150], [-0.248, 0.156, 0.489], [0.245, 0.177, 0.127], [0.990, -0.044, 0.036], [0.677, 0.454, -0.808], [0.687, 0.098, 0.588], [-1.579, -1.103, 0.221], [0.131, 0.019, 0.085], [0.662, -0.061, 0.418], [0.361, -0.371, -0.176], [-0.318, 0.185, 0.027], [0.119, 0.152, -0.160], [0.474, 1.070, 0.176], [-0.604, -0.334, 0.631], [0.990, -0.100, 0.798], [-0.215, -0.001, -0.458], [0.355, 0.103, -0.366], [-0.858, -1.732, 0.545], [1.842, 0.554, -0.268], [-1.232, 0.270, -0.012], [0.351, -0.567, -1.202], [0.214, -0.926, 0.242], [-1.088, 1.823, 0.984], [0.981, -0.756, -1.649], [0.551, 0.428, 2.444], [0.114, 0.675, -2.290], [0.712, -2.519, -0.552], [-1.605, 0.322, 2.674], [1.214, 1.976, -2.377], [-0.340, -0.059, 0.408], [-0.321, 0.692, -0.095], [0.040, 0.337, -0.035], [-0.330, -0.223, 0.557]], "mulliken_charge": [1.10, -0.78, -0.57, -0.03, -0.63, -0.80, 0.04, -0.47, -0.87, 0.04, 0.45, 0.39, 0.39, 0.43, 0.38, 0.50, 0.47, 0.44, 0.35, 0.42, 0.46, 0.40, -1.48, -0.58, -1.16, 0.62, -0.03, -0.26, -0.48, -0.38, -0.62, -0.11, 0.45, -0.76, -0.33, -0.50, -0.64, -0.10, 0.61, 0.16, -0.42, -0.73, -0.40, -0.66, -0.16, 0.07, -0.23, -0.62, -0.43, -0.51, -0.21, 0.62, 0.60, 0.31, 0.36, 0.51, 0.55, 0.28, 0.31, 0.34, 0.40, 0.37, 0.36, 0.35, 0.35, 0.42, 0.13, 0.41, 0.36, 0.37, 0.42, 0.30, 0.29, 0.35, 0.34, 0.38, 0.38, -0.64, 0.28, -0.32, -0.58, -0.34, -0.24, -0.86, 1.22, -0.66, 0.97, -0.55, -0.55, 0.51, 0.60, 0.54, 0.50]}